No. 1
An isolated molecule of C5H9NSi at a distorted geometry. Source: the Open Molecules 2025 dataset; level of theory: the ωB97M-V functional and the def2-TZVPD basis.

Output
- spin multiplicity = 1
- HOMO-LUMO gap (eV) = 9.7
- E_tot (eV) = -14694.7423
- energy relative to the best compared isomer or geometry (same formula, charge and spin) (eV) = 3.170
- HOMO (eV) = -8.64

Positions of all 16 atoms, in Å:
C 1.5407 0.8952 -0.4270
N 2.3600 -1.2563 0.4179
H 2.0126 -2.1682 0.4231
H -2.5150 -1.7396 -0.5807
H -1.4027 0.2232 1.6981
C 0.2746 1.1976 0.3869
C -0.8519 0.2463 0.7285
H -1.5980 2.2408 -0.2554
H -0.3186 -1.1808 -1.2802
H 1.8067 1.5191 -1.1853
C 1.9362 -0.2840 -0.1585
H -0.8562 -2.6468 0.8583
Si -1.0583 -1.3981 -0.1173
H -0.8435 1.1062 -1.3612
H 0.4993 1.8705 1.2107
C -0.9857 1.3749 -0.3578

Here are the Mulliken charges for atoms 1 to 6, given in e:
1. C -0.91
2. N -0.52
3. H 0.28
4. H -0.15
5. H 0.40
6. C 0.10



No. 2
A cluster of 5 separate species, C36H42O2 in total. Source: the Open Molecules 2025 dataset; level of theory: the ωB97M-V functional and the def2-TZVPD basis.

Output
- spin multiplicity = 1
- HOMO-LUMO gap (eV) = 9.5
- E_tot (eV) = -42107.3368
- energy relative to the best compared isomer or geometry (same formula, charge and spin) (eV) = 0.000
- HOMO (eV) = -8.78

Positions of all 80 atoms, in Å:
H -3.4382 1.8719 -1.5104
H -1.7382 -0.9710 6.8131
C -2.1623 3.4464 -0.8053
H -2.5239 1.9189 -3.8054
C -4.1688 9.1835 -3.1329
H 2.7962 -1.5057 5.4364
C 6.4778 -3.9135 -5.8717
H -5.4389 0.9183 3.1898
H 2.0660 -3.9527 1.2785
H 5.9530 -5.9869 -6.0328
H -3.3116 5.4394 -2.7280
C -2.2568 -1.2655 1.0140
H 6.7990 -1.8286 -5.4828
C 3.0196 -3.6739 0.8479
H 2.7075 -3.4334 3.9089
H 0.1236 5.0879 -2.6846
C -2.6649 -2.6823 2.8670
C 5.0199 -4.2605 -0.3497
C -4.3626 0.7569 3.1552
C 4.6825 -1.9991 0.3948
C -3.5520 6.4890 -2.8415
C -2.8455 8.7826 -3.0116
H -0.7398 3.5252 -4.3914
C -0.6521 4.3784 -2.4253
H -1.9747 -0.2348 5.2349
H 0.5202 -4.3739 3.2341
C 4.8521 -5.0036 -4.4756
H 4.3058 -5.8946 -4.1926
C -2.7304 0.0627 1.5702
C -0.5883 -1.8736 5.2362
C 5.3283 -2.6683 -4.1659
H -5.6670 6.1538 -2.9480
C -2.6537 2.5734 -1.7664
C -0.6402 -2.9763 4.3749
H 2.8499 -1.6247 1.4520
H 7.1995 -3.9538 -6.6774
C 0.6547 -1.3620 5.6160
C -2.1412 2.6001 -3.0564
H -3.3896 -3.2958 2.3149
O -4.0781 -0.0161 2.0123
C 5.4618 -2.9480 -0.2528
H 5.6238 -4.9965 -0.8651
C 6.2530 -2.7196 -5.1999
H -4.4088 10.2329 -3.2469
H 6.4114 -2.6649 -0.6889
H -2.6282 -3.7197 4.7294
H -2.0532 9.5200 -3.0315
H 3.4549 -5.6481 0.1281
H -3.2356 -1.8931 3.3672
C -2.5380 7.4369 -2.8637
C 1.8373 -1.9150 5.1457
H 3.9127 -3.7701 -2.9919
C -1.1633 4.3513 -1.1350
H -6.2163 8.5490 -3.2024
C -4.8749 6.8917 -2.9638
C 3.7995 -4.6244 0.2025
C 5.7775 -5.0557 -5.5093
H -1.4525 -1.0715 0.3024
C 0.5550 -3.5260 3.9090
C 1.7856 -3.0065 4.2833
H -2.5627 3.4251 0.2005
H 0.6867 -0.5109 6.2879
H -2.0680 0.3656 2.3894
C 4.6272 -3.8101 -3.8037
C -5.1839 8.2374 -3.1082
H 5.0276 -0.9758 0.4709
H -2.6664 0.8108 0.7713
C -1.9441 -3.5587 3.8928
H -1.7495 -4.5351 3.4477
C -1.1380 3.5018 -3.3853
H -1.5063 7.1249 -2.7673
H 5.1545 -1.7390 -3.6381
H -4.0480 0.2426 4.0711
H -0.7877 5.0391 -0.3883
O -1.7165 -2.1439 1.9736
C -1.8335 -1.1902 5.7499
H -3.8717 1.7354 3.1197
H -3.0863 -1.7363 0.4696
C 3.4601 -2.3615 0.9450
H -2.7318 -1.7821 5.5898

Here are the Mulliken charges for atoms 1 to 6, given in e:
1. H 0.46
2. H 0.54
3. C -0.24
4. H 0.37
5. C -0.42
6. H 0.41



No. 3
A structure of composition C22H19AuF5N2O4S2 at a distorted geometry. Source: the Open Molecules 2025 dataset; level of theory: the ωB97M-V functional and the def2-TZVPD basis.

Output
- spin multiplicity = 3
- HOMO-LUMO gap (spin up / spin down) (eV) = 9.1 / 5.4
- E_tot (eV) = -73234.2104
- energy relative to the best compared isomer or geometry (same formula, charge and spin) (eV) = 0.244
- charge = +1
- HOMO (spin up / spin down) (eV) = -11.71 / -11.67

Positions of all 55 atoms, in Å:
H -3.5794 2.5932 3.5327
H 2.4648 -4.5290 -0.6524
S 1.7098 1.1848 2.4738
C 0.9801 -3.4469 -4.4338
C 0.6366 -1.2370 1.9067
F 3.1605 -3.4974 -5.3010
C 0.3608 4.2098 0.2654
H 3.7404 -2.5303 0.0236
C 1.6930 -1.2026 -2.8832
H -4.3580 0.8225 -1.0435
H 2.6796 2.3801 0.8357
C -4.2192 1.2075 -0.0412
C 1.7940 -4.4166 0.1985
C 0.4147 -1.7774 -2.8077
F -0.5062 -1.3043 -1.9778
H 0.9101 4.0575 -0.6677
O 0.4361 1.3412 3.1106
H 0.8003 -4.7670 -0.0776
H -0.1825 -0.8704 2.5141
O 2.9237 1.3941 3.1934
F 3.8398 -1.3601 -3.8375
C 0.0592 -2.8694 -3.5679
H 0.2194 5.2728 0.4393
H -5.8003 2.6164 -0.1534
H -5.4118 3.4923 2.1312
C -4.7870 2.6971 1.7494
N 1.7142 2.2824 1.1348
C 2.2690 -2.9322 -4.5078
H 0.4340 3.4608 2.2866
F -1.1609 -3.3750 -3.4568
H 3.7320 -0.2380 0.9389
Au 0.5452 1.2850 -0.9688
C 0.6431 -2.5191 1.3808
O -1.1131 2.3621 -0.3098
C 1.7575 -3.0003 0.6927
O -2.0008 4.2175 0.5520
H 1.8956 4.2969 1.7692
C -1.0444 3.5741 0.1553
C -2.9508 1.1882 2.0767
C -3.1722 0.6713 0.7661
C -5.0074 2.2026 0.4532
H 2.1634 -5.0662 0.9949
H -1.6667 -0.6923 0.8641
N -2.4424 -0.3430 0.3229
C 1.7357 -0.4134 1.7130
C -3.7521 2.1831 2.5480
C 1.1176 3.5995 1.4515
H -2.1233 0.8121 2.6659
C 2.8597 -0.8717 1.0435
C 2.6102 -1.8345 -3.7451
S 2.2630 0.1946 -2.0359
C 2.8599 -2.1613 0.5365
H -0.2124 -3.1684 1.5265
F 0.6371 -4.4755 -5.1675
H -2.5693 -0.7001 -0.6111

Here are the Mulliken charges for atoms 1 to 6, given in e:
1. H 0.44
2. H 0.37
3. S 1.38
4. C 0.72
5. C -0.65
6. F -0.27



No. 4
A structure of composition C36H37BrIN5O2SSiTc. Source: the Open Molecules 2025 dataset; level of theory: the ωB97M-V functional and the def2-TZVPD basis.

Output
- spin multiplicity = 4
- HOMO-LUMO gap (spin up / spin down) (eV) = 7.3 / 6.8
- E_tot (eV) = -148535.4971
- energy relative to the best compared isomer or geometry (same formula, charge and spin) (eV) = 0.000
- HOMO (spin up / spin down) (eV) = -7.69 / -7.86

Positions of all 85 atoms, in Å:
H 0.1327 2.9280 -1.0692
H -2.6376 -5.6882 2.3993
C -2.4842 4.2545 -3.5849
H 0.2234 5.2926 -1.8168
C -1.9243 -4.1308 1.1467
Br -1.4308 6.8929 -3.6610
H 1.7114 2.3980 4.7809
H 4.7815 -2.1888 1.1471
C 2.3765 1.8754 -2.7424
C -5.0808 1.1108 0.3886
C 1.9187 0.5575 -0.7652
C 1.8781 0.7277 -2.1514
H 1.4336 -4.0437 -0.4482
H -2.7896 3.5229 2.6333
H -0.2204 -1.2307 -2.1160
H -1.6049 -6.8261 -1.5783
N 0.4326 1.4944 2.6737
C 3.3014 2.7711 3.3783
C 2.4833 1.5696 0.0060
H 2.7926 -4.2259 0.6628
H -1.0392 3.7498 2.4341
C -2.2457 -5.4328 1.4251
C -0.6021 3.3091 -1.7668
C -4.8533 -0.1753 -0.0525
C 3.9922 -1.4330 1.1452
H 3.4181 3.4994 0.0355
C 2.9815 2.7249 -0.5842
H -3.2080 4.6352 -4.2920
C -4.0593 1.7997 1.0265
H -3.3596 -1.7186 -0.2182
H 2.5359 1.4350 1.0770
C -1.4940 5.0869 -3.0870
H 1.4477 -0.0574 -2.7593
C 2.9292 2.8832 -1.9602
N -0.6254 1.1133 1.8943
C -3.5978 -0.7280 0.1417
C -0.9565 -4.4658 -2.4339
H -2.3505 -7.4617 0.6960
H 3.9380 -1.1661 -2.0482
C 2.5939 1.8851 4.3939
H 3.6031 -1.3473 2.1617
H -5.6153 -0.7454 -0.5630
C -0.5665 -2.2034 -1.8026
H 4.1289 -2.8985 -1.7481
O -2.5161 0.2626 -2.2368
H 2.7186 -0.2211 4.0486
H 4.4423 -0.4779 0.8649
C -1.3959 -3.7087 -0.1148
H 2.6237 3.0200 2.5632
H 4.1809 2.2719 2.9682
C -0.5482 4.6301 -2.1841
H -1.6444 2.8154 3.7848
C -1.8186 3.0488 2.7329
C -1.6711 1.0259 -1.7966
C -0.8967 -2.4001 -0.4765
H -4.2127 2.8123 1.3660
C -1.3484 -4.7474 -1.1030
C -1.6872 -6.0858 -0.7917
S 0.6258 -1.2293 2.7248
N 1.4197 -0.6285 -0.1439
C -2.5248 2.9349 -3.1630
C -1.7050 1.7976 1.9265
Tc -0.4367 -0.6412 0.5651
N 2.1682 0.5987 3.8628
N -2.6206 -0.0820 0.7700
H 3.2486 1.6712 5.2389
H 2.6556 -2.2937 -2.5124
H 1.2651 -3.5780 1.2499
H -0.9489 -5.2787 -3.1498
C 1.9453 -3.5853 0.4001
H 2.3276 1.9913 -3.8178
C -0.6144 -3.2005 -2.7909
H 3.6224 3.6994 3.8533
C 3.4105 -2.0741 -1.7530
H -0.3365 -2.9558 -3.8083
C -1.5896 2.4583 -2.2525
I -2.4337 -2.8302 2.7174
O -0.7781 0.7407 -0.8936
Si 2.6296 -1.9048 -0.0561
C -2.1018 -6.4369 0.4544
H -6.0402 1.5866 0.2338
H 3.3181 3.7816 -2.4223
H -3.2813 2.2560 -3.5340
C 1.0974 0.4311 3.0667
C -2.8370 1.1759 1.2102

Here are the Mulliken charges for atoms 1 to 6, given in e:
1. H 0.41
2. H 0.43
3. C -0.59
4. H 0.50
5. C -0.07
6. Br -0.21



No. 5
The ion C4H7N4 with charge +1 at a distorted geometry. Source: the Open Molecules 2025 dataset; level of theory: the ωB97M-V functional and the def2-TZVPD basis.

Output
- spin multiplicity = 1
- HOMO-LUMO gap (eV) = 9.1
- E_tot (eV) = -10214.1035
- energy relative to the best compared isomer or geometry (same formula, charge and spin) (eV) = 1.119
- charge = +1
- HOMO (eV) = -13.16

Positions of all 15 atoms, in Å:
H -2.5538 -1.5567 -2.2487
C -0.7425 -0.6261 -1.6884
H -0.2811 -0.3609 -2.6661
C -1.3008 -0.7799 0.4185
H 1.9287 2.0180 2.4092
C -0.2575 -0.3241 -0.4218
N 2.1794 1.4232 1.6440
N -2.2145 -1.4123 -0.2202
N -1.9305 -1.2838 -1.5282
H 1.5701 0.3739 -0.9345
H -1.4393 -0.7553 1.4450
H 0.1086 0.6698 1.7434
N 0.9430 0.2628 -0.0413
C 1.0948 0.8456 1.1306
H 2.8954 1.5058 0.9585

Here are the Mulliken charges for atoms 1 to 6, given in e:
1. H 0.22
2. C -0.88
3. H 0.32
4. C -0.61
5. H 0.30
6. C 1.11



No. 6
A structure of composition C14H30N2O13V3 at a distorted geometry. Source: the Open Molecules 2025 dataset; level of theory: the ωB97M-V functional and the def2-TZVPD basis.

Output
- spin multiplicity = 4
- HOMO-LUMO gap (spin up / spin down) (eV) = 6.6 / 7.3
- E_tot (eV) = -121647.3053
- energy relative to the best compared isomer or geometry (same formula, charge and spin) (eV) = 0.204
- charge = +2
- HOMO (spin up / spin down) (eV) = -15.05 / -15.32

Positions of all 62 atoms, in Å:
H -5.2454 2.3259 -1.8315
C 1.8310 2.5234 -1.3345
H 4.8916 -1.9578 -1.3193
H 3.6818 -0.8823 -1.9133
C -0.0519 3.9180 -0.8398
H 1.1542 -2.2924 4.1863
H -2.2018 3.0517 0.6934
C 2.0329 -1.8006 3.7645
H 2.0310 3.1330 -2.2189
O 0.4188 2.5869 -1.1077
N 1.5332 -3.0353 1.7914
O -1.1146 -1.2081 1.5588
H -3.7551 1.2943 -4.0257
O -0.1518 -2.4147 -0.7186
H -4.0096 2.1436 0.3883
H 1.3782 0.6418 4.7063
H 0.4195 4.6569 -1.4848
C -1.5796 4.0067 -1.0002
O -1.4563 -1.1935 -1.8462
V -1.1388 0.9581 -1.2278
H -3.0495 -0.2112 -3.4596
H 4.1842 -3.7470 0.3247
O -3.8566 -2.1086 -0.4766
C 1.9968 -4.0511 0.7709
H 2.1127 1.4818 -1.4438
C -0.2676 -1.6246 -1.7239
H 3.0325 -4.2071 -0.9948
H 0.8486 -3.5480 2.3408
O 0.4698 -0.6047 -1.4359
H -1.9611 4.9790 -0.6786
H 0.3667 1.0425 3.3420
O -2.3816 -0.0237 0.5771
H 1.1347 -4.4013 0.2110
H -1.7923 3.9562 -2.0701
H -0.0990 -0.2478 4.4412
C 2.6754 -2.6636 2.6836
H 2.3517 -4.9330 1.3163
H 2.3456 2.9670 -0.4773
O 2.1668 -0.1626 0.6852
H 2.7220 -1.4121 4.5083
C -4.1583 2.3709 -1.7293
C -1.4164 0.0066 1.3934
H 3.4845 -2.1752 2.1500
C -3.6762 2.8268 -0.4035
O -3.3815 1.2669 -2.0097
H -4.6970 0.0392 -3.0967
C 3.8204 -1.8929 -1.5346
H 0.1573 4.0846 0.2212
O -0.3874 0.6062 0.9654
H 3.0612 -3.5875 3.1212
H -3.9232 3.2405 -2.3741
O 2.9790 -2.2332 -0.4396
C 0.7514 0.2097 3.9259
N -2.1882 2.8749 -0.3109
V 0.9693 -1.2108 0.8195
O 1.3751 -0.7031 3.0372
O -1.0056 1.4756 -2.6992
H 3.6306 -2.5895 -2.3563
H -4.1421 3.7468 -0.0306
C 3.1920 -3.5961 -0.0996
V -2.3585 -2.2740 -0.0067
C -3.7536 0.5778 -3.2042

Here are the Mulliken charges for atoms 1 to 6, given in e:
1. H 0.47
2. C -0.72
3. H 0.34
4. H 0.21
5. C -0.80
6. H 0.39



No. 7
A structure of composition C3H7NO at a distorted geometry. Source: the Open Molecules 2025 dataset; level of theory: the ωB97M-V functional and the def2-TZVPD basis.

Output
- spin multiplicity = 1
- HOMO-LUMO gap (eV) = 9.7
- E_tot (eV) = -6758.5164
- energy relative to the best compared isomer or geometry (same formula, charge and spin) (eV) = 4.234
- HOMO (eV) = -9.08

Positions of all 12 atoms, in Å:
N -0.8532 -1.1718 -0.1808
C 0.0769 -0.2718 -0.1512
H -1.3765 1.3045 -0.7705
H 1.9468 -0.6042 -0.9756
H 2.0839 -0.1681 0.6530
C 1.4875 -0.7844 0.0080
H -0.6875 1.2502 1.0271
C -0.3567 1.1457 -0.0856
H 0.5232 1.7330 -0.4881
O -2.1613 -0.7801 -0.0542
H -2.2192 0.2173 0.6388
H 1.5361 -1.8702 0.3789

Here are the Mulliken charges for atoms 1 to 6, given in e:
1. N -0.46
2. C 1.03
3. H 0.33
4. H 0.26
5. H 0.34
6. C -1.02



No. 8
An isolated molecule of C6H8OS at a distorted geometry. Source: the Open Molecules 2025 dataset; level of theory: the ωB97M-V functional and the def2-TZVPD basis.

Output
- spin multiplicity = 1
- HOMO-LUMO gap (eV) = 7.6
- E_tot (eV) = -19231.5546
- energy relative to the best compared isomer or geometry (same formula, charge and spin) (eV) = 2.709
- HOMO (eV) = -9.06

Positions of all 16 atoms, in Å:
S 1.1629 1.9978 0.0317
C -1.4875 0.0295 -0.6182
O 3.7770 -0.8413 0.3507
H -2.1824 -0.5691 -1.3245
H 1.5144 -1.5953 0.0453
H -0.8297 -1.8240 0.2057
H -2.7687 -0.5734 1.0652
H -1.7511 0.9596 1.2977
H -0.9973 0.9155 -0.9983
C 3.2954 0.2417 -0.1300
H -3.4360 0.8262 0.2614
C -2.4477 0.3074 0.5675
H 4.0220 1.1179 -0.3001
C 1.7270 0.4996 -0.1879
C -0.4637 -0.8074 -0.1117
C 0.8653 -0.6847 -0.1546

Here are the Mulliken charges for atoms 1 to 6, given in e:
1. S -0.26
2. C -0.15
3. O -0.47
4. H 0.21
5. H 0.28
6. H 0.25